Entry 1:
Density functional theory data (the ωB97M-V functional and the def2-TZVPD basis) for a gas-phase ion, CH2BrN2O3 (charge +1) at a distorted geometry.

```
! RIJCOSX wB97M-V def2-TZVPD def2/J DEFGRID3
* xyz 1 1
O 2.157 -2.953 -0.357
N 1.486 -2.104 0.001
C 1.008 -1.196 0.591
N -0.267 -0.433 0.393
O -0.132 0.622 -0.453
O -1.266 -1.328 0.030
Br -3.163 -0.480 -0.053
H -0.532 -0.023 1.258
H 0.115 0.383 -1.288
*
```

E_HOMO (Ha): -0.5847
Frontier orbital gap (eV): 8.18
Structure (SMILES): [O-][N+]#C[N@@H+](O)OBr



Entry 2:
Density functional theory data (the ωB97M-V functional and the def2-TZVPD basis) for a single C4H8O3 molecule at a distorted geometry.

```
! RIJCOSX wB97M-V def2-TZVPD def2/J DEFGRID3
* xyz 0 1
O 2.505 1.323 0.016
O 1.505 0.765 -0.780
C 0.290 0.977 -0.051
C -0.825 0.399 -0.888
C -0.799 -1.069 -0.460
C -0.372 -0.939 1.044
O 0.309 0.318 1.171
H 2.466 0.721 0.802
H 0.112 2.032 0.275
H -0.686 0.585 -1.970
H -1.814 0.840 -0.681
H -0.058 -1.678 -1.043
H -1.758 -1.610 -0.536
H 0.350 -1.709 1.358
H -1.226 -0.956 1.744
*
```

E_HOMO (Ha): -0.3770
Frontier orbital gap (eV): 11.18
Structure (SMILES): OO[C@H]1CCCO1



Entry 3:
Density functional theory data (the ωB97M-V functional and the def2-TZVPD basis) for a molecular structure, C16H14Cl3GeIrN2O2Se.

```
! RIJCOSX wB97M-V def2-TZVPD def2/J DEFGRID3
* xyz -1 2
Ir -2.512 2.617 -0.415
Cl -4.263 -0.916 -0.463
Ge -4.276 1.158 0.257
Cl -6.263 1.797 -0.391
Cl -4.622 0.808 2.406
C 3.022 -2.022 -2.909
C 1.812 -1.126 -2.876
C 1.404 -0.472 -4.035
C 0.301 0.368 -4.038
C -0.409 0.581 -2.870
C -0.003 -0.074 -1.719
N -0.112 0.915 0.553
C -0.244 0.364 1.872
C -1.268 -0.521 2.186
C -1.386 -1.006 3.474
C -0.482 -0.618 4.456
C 0.541 0.256 4.139
C 0.684 0.759 2.846
C 1.875 1.671 2.619
O 2.597 1.999 3.528
O 2.123 2.091 1.373
C 1.090 -0.939 -1.693
C 1.464 -1.623 -0.407
H 3.477 -2.014 -3.899
H 2.765 -3.056 -2.669
H 3.777 -1.702 -2.188
H 1.967 -0.623 -4.948
H 0.001 0.871 -4.948
H -1.260 1.251 -2.832
H 1.397 1.784 0.774
H -1.975 -0.819 1.423
H -2.203 -1.676 3.709
H -0.579 -0.992 5.467
H 1.260 0.572 4.881
H 0.573 -1.885 0.165
H 2.077 -0.979 0.230
H 2.031 -2.533 -0.596
Se -2.304 4.388 -1.801
N -0.755 0.079 -0.516
C -1.322 1.265 -0.146
*
```

E_HOMO (spin up / spin down) (Ha): -0.1903 / -0.2019
Frontier orbital gap (spin up / spin down) (eV): 7.68 / 6.76



Entry 4:
Density functional theory data (the ωB97M-V functional and the def2-TZVPD basis) for a single CH7N2OPSi molecule at a distorted geometry.

```
! RIJCOSX wB97M-V def2-TZVPD def2/J DEFGRID3
* xyz 0 1
N 2.508 0.150 0.043
C 1.112 0.066 0.161
O 0.476 -0.908 0.480
N 0.421 1.208 -0.002
P -1.540 1.319 0.174
Si -1.877 -0.992 0.015
H 3.117 0.970 0.042
H 3.101 -0.715 0.158
H 0.858 2.143 0.038
H -1.820 1.326 -1.158
H -1.219 -2.124 -0.738
H -1.732 -1.615 1.305
H -3.406 -0.828 -0.518
*
```

E_HOMO (Ha): -0.3435
Frontier orbital gap (eV): 9.78
Structure (SMILES): NC(=O)NP[SiH3]



It is found that the energy above the lowest of the compared OMol25 structures with the same formula, charge and spin values, taken in the order of the records, are 87.17, 89.52, 54.54, 23.56 kcal/mol.
It is found that the energy values, taken in the order of the records, are -80217.2854, -10417.1214, -186167.7900, -23343.6302 eV.